DFT (wB97M-V/def2-TZVPD) results for one molecule with the formula C3HF2NO.

The geometry in XYZ format:
```
8
Properties=species:S:1:pos:R:3:forces:R:3:mulliken_charge:R:1
C 0.65762 0.33055 0.25437 -0.426 -0.735 -0.296 0.306
C -1.30219 1.04777 0.12696 -1.595 0.959 -0.288 0.119
C -0.10817 -0.67171 -0.25424 0.335 0.817 0.159 0.481
H -2.25928 1.65805 0.12926 1.537 -1.074 0.009 0.338
N -0.12628 1.42488 0.49120 -0.217 -0.298 -0.036 -0.465
O -1.38069 -0.22461 -0.37102 0.366 0.499 0.478 -0.271
F 1.95325 0.32330 0.51439 -0.080 0.005 -0.010 -0.241
F 0.12510 -1.88718 -0.66573 0.080 -0.173 -0.015 -0.268
```
Positions in Å, forces in eV/Å.

Summary:
Orbital gap: 0.3813 Ha
SMILES string: Fc1ncoc1F
E: -12098.3980 eV
Spin multiplicity: 1
ΔE to the lowest compared entry with this formula, charge and spin: 0.00 kcal per mole
E_LUMO: 0.85 eV
Maximum force: 1.88 eV Å⁻¹